[1]
Here is a structure of composition C22H49N2O2P3W in a non-equilibrium geometry from the OMol25 dataset. Energies are from ωB97M-V/def2-TZVPD.

The geometry in XYZ format:
```
79
Properties=species:S:1:pos:R:3:forces:R:3
W -0.386524 -1.146912 0.440239 1.073 -2.881 3.888
P -1.905385 -2.545385 -0.625380 -2.758 -2.407 -2.209
P -1.657530 0.611398 1.272721 -0.595 1.927 -2.238
P 1.661076 -0.328512 -0.254670 3.243 2.605 -2.595
H 1.085797 -3.047659 5.143472 -0.143 -0.320 -0.134
C 0.521658 -3.810040 4.599098 0.189 -0.131 -0.687
C 1.119074 -4.636593 3.721126 -0.200 0.486 -0.013
H 2.195919 -4.566042 3.502767 -0.541 -0.125 0.274
C -1.522331 -4.250925 -0.093983 0.247 0.005 0.125
C -3.697368 -2.406598 -0.228556 0.176 0.588 0.716
C -2.064031 -2.504266 -2.454154 0.731 0.253 -0.140
C -0.965677 2.119643 1.988391 0.534 0.040 0.325
C -1.493839 0.632879 -0.548917 -0.921 1.697 0.173
C -3.383552 0.530264 1.779799 -0.253 -0.617 0.240
C 2.304223 1.054406 0.788007 -0.561 0.039 0.567
C 1.576065 0.496603 -1.906843 -0.242 -0.180 0.159
C 3.138291 -1.353878 -0.501524 -0.195 -0.890 0.232
H -0.552379 -3.864109 4.800461 0.396 -0.140 0.056
H 0.558307 -5.422344 3.194009 0.253 0.341 0.341
H -1.828814 -4.962312 -0.876349 0.013 0.229 0.240
H -2.061495 -4.466089 0.840101 0.130 0.027 -0.267
H -0.445615 -4.382482 0.082801 -0.264 -0.064 -0.038
H -4.229384 -3.203469 -0.767561 0.277 0.133 0.104
H -4.091030 -1.434474 -0.554955 0.045 -0.303 0.025
H -3.866412 -2.525644 0.848793 -0.110 -0.020 -0.235
H -2.628653 -3.387323 -2.786550 0.076 0.240 0.243
H -1.063053 -2.515706 -2.907466 -0.412 0.002 0.032
H -2.595102 -1.592701 -2.761842 0.058 -0.251 0.130
H -1.764587 2.661107 2.515584 0.242 -0.226 -0.162
H -0.538883 2.755592 1.197084 -0.129 -0.320 0.140
H -0.167950 1.880505 2.708260 -0.274 0.056 -0.121
H -2.487351 0.533876 -1.003423 0.402 -0.047 -0.147
H -0.876511 -0.276402 -1.021729 -0.668 1.273 -0.433
H -0.968422 1.547446 -0.858698 -0.135 -0.433 -0.165
H -3.610459 1.433662 2.362160 0.035 -0.298 -0.175
H -3.561939 -0.353177 2.408198 -0.069 0.249 -0.067
H -4.036802 0.479390 0.900283 0.156 0.020 0.229
H 3.383396 1.167747 0.594173 -0.398 -0.217 -0.005
H 2.161991 0.840668 1.856346 0.200 0.115 -0.168
H 1.789888 1.994984 0.529334 0.083 -0.437 0.031
H 2.608942 0.675635 -2.237483 -0.301 -0.057 0.055
H 1.050535 1.459432 -1.835744 0.144 -0.310 -0.065
H 1.081558 -0.181804 -2.618916 0.218 0.272 0.097
H 4.002262 -0.708138 -0.720579 -0.385 -0.099 0.114
H 2.938240 -2.029069 -1.346671 0.200 0.335 0.291
H 3.342563 -1.950490 0.395756 0.171 0.114 -0.167
C 1.120514 -4.038157 -2.069152 -0.063 0.218 0.057
C 0.533301 -4.995185 -2.987621 -0.265 -0.057 0.200
C 0.433973 -6.324261 -2.625773 -0.091 0.443 -0.776
C 1.047826 -6.797628 -1.456894 -0.154 -0.368 -0.080
C 1.771241 -5.921938 -0.638846 0.758 0.918 0.422
C 1.847906 -4.575689 -0.940651 -0.337 -0.487 0.309
O 0.908466 -2.780094 -2.198041 -0.002 -0.555 0.729
H -0.767255 -0.727653 2.044519 0.321 -0.782 0.739
H 0.101598 -4.595008 -3.904191 0.036 -0.235 0.149
H -0.105440 -7.017462 -3.271197 0.198 0.144 0.127
H 0.976320 -7.854913 -1.200512 0.043 0.270 -0.054
H 2.300449 -6.295840 0.239798 -0.203 0.019 -0.268
H 2.372086 -3.873109 -0.294192 -0.054 -0.306 -0.106
C 1.985238 4.669889 1.693495 0.800 -0.080 0.046
N 1.189471 5.576373 0.891794 -1.164 -0.738 -0.309
C 0.667930 6.744593 1.582863 -0.110 0.867 0.333
C 0.522845 5.014356 -0.181202 0.585 -1.569 0.676
O 0.545594 3.786728 -0.411041 -0.107 1.348 0.280
N -0.197657 5.876620 -0.979541 0.689 -0.019 -0.920
C 0.200371 7.254445 -1.210016 0.158 0.700 -0.134
C -0.995040 5.251861 -2.011930 -0.928 0.157 -0.116
H 2.533460 5.264295 2.428745 -0.072 -0.160 -0.123
H 2.696913 4.134925 1.057027 -0.173 0.100 0.085
H 1.362055 3.932446 2.224095 0.002 0.283 -0.184
H 1.190484 7.656770 1.264229 -0.030 -0.182 0.200
H -0.408909 6.868103 1.409412 0.358 -0.022 0.076
H 0.842103 6.612250 2.656426 -0.051 0.075 -0.282
H 1.266267 7.402170 -0.995537 -0.331 -0.060 -0.012
H 0.006621 7.493578 -2.261988 0.040 -0.042 0.281
H -0.389261 7.948172 -0.593465 -0.007 -0.126 -0.172
H -0.381205 4.655183 -2.703016 0.096 0.174 0.251
H -1.736857 4.587857 -1.551016 0.227 0.059 -0.087
H -1.510117 6.043636 -2.563548 0.094 -0.261 0.073
```
Positions in Å, forces in eV/Å.

Its spin multiplicity is 3. Its max |F| is 0.096 hartree/bohr. The value obtained for the molar mass is 650.41 g/mol. The relative energy (zero: lowest compared OMol25 entry of this formula, charge and spin) is 1.669 eV. Its net charge is +4. The calculation puts the HOMO energy (spin up / spin down) at -18.461 / -18.470 eV. The value obtained for the HOMO-LUMO gap (spin up / spin down) is 5.1077 / 4.1461 eV.

---

[2]
Here is an isolated molecule of C2H2F3P in a non-equilibrium geometry from the OMol25 dataset. Energies are from ωB97M-V/def2-TZVPD.

The geometry in XYZ format:
```
8
Properties=species:S:1:pos:R:3:forces:R:3
C -2.283328 0.663231 -0.385970 1.222 -0.022 -0.984
C 1.326704 -0.370183 0.405832 -3.722 -1.404 -3.262
F -3.141538 0.642323 0.544658 -1.116 -0.089 1.374
F 2.126077 -0.026966 -0.584980 0.610 0.463 -0.706
F 1.304899 -1.710582 0.482054 0.042 -0.259 0.205
P -0.628422 0.288917 -0.265812 0.628 -0.934 3.771
H 1.584315 0.042205 1.275100 1.187 1.658 3.531
H -0.288705 0.471052 -1.470882 1.150 0.587 -3.929
```
Positions in Å, forces in eV/Å.

Its spin multiplicity is 1. Its max |F| is 0.100 hartree/bohr. The value obtained for the molar mass is 114.01 g/mol. The relative energy (zero: lowest compared OMol25 entry of this formula, charge and spin) is 4.148 eV. The SMILES is FC#[PH]C(F)F. The calculation puts the HOMO energy (spin up / spin down) at -8.781 / -8.780 eV. The value obtained for the HOMO-LUMO gap (spin up / spin down) is 8.4080 / 8.4066 eV.

---

> Which of these has the highest spin multiplicity?

C22H49N2O2P3W

---

> What is the formula in the second record?

C2H2F3P

---

> Which formula does entry 2 have?

C2H2F3P

---

> Which of these has the highest max |F|?

C2H2F3P